[1]
14
Properties=species:S:1:pos:R:3:lowdin_charge:R:1 method="wB97M-V/def2-TZVPD" largest_force_ev_per_a=0.5 relative_energy_ev=0.771 charge=+1 multiplicity=1 gap_ha=0.404
C 1.85 -1.17 -0.55 -0.01
N 1.39 0.25 -0.50 0.14
H 0.43 0.37 -0.84 0.14
H 1.37 0.58 0.47 0.16
H 2.03 0.87 -1.02 0.17
H 1.15 -1.78 0.00 0.10
H 2.83 -1.27 -0.09 0.10
H 1.95 -1.49 -1.58 0.11
C -2.36 0.28 0.71 -0.11
O -1.30 1.16 0.31 -0.16
H -1.45 2.03 0.70 0.09
H -2.63 0.47 1.74 0.09
H -3.24 0.44 0.07 0.09
H -2.02 -0.74 0.59 0.08

[2]
108
Properties=species:S:1:pos:R:3:lowdin_charge:R:1 method="wB97M-V/def2-TZVPD" largest_force_ev_per_a=19.1 relative_energy_ev=4.143 charge=-1 multiplicity=1 gap_ha=0.271
N -0.19 0.07 -0.17 -0.56
O -1.14 0.47 0.50 -0.04
O -0.27 -1.06 -0.88 -0.13
O 0.91 0.67 -0.29 -0.08
C -1.35 1.45 -3.22 -0.06
C -1.68 1.63 -4.79 -0.03
C -2.29 2.85 -5.38 -0.03
C -2.61 3.92 -4.34 -0.05
C -2.13 3.82 -2.79 0.10
C -1.71 2.41 -2.25 -0.07
N -3.36 5.13 -4.93 -0.33
O -3.48 6.20 -4.26 0.02
O -3.59 5.05 -6.14 0.02
H -1.06 0.53 -2.89 0.02
H -1.36 0.55 -5.30 0.13
H -2.38 2.91 -6.51 0.11
H -2.33 4.53 -2.13 0.02
H -1.45 2.16 -1.19 0.09
C -5.64 0.87 0.77 -0.09
C -4.46 0.27 0.00 0.04
C -4.61 -1.17 -0.25 0.03
C -5.81 -1.97 0.35 -0.05
C -6.91 -1.14 1.04 0.06
C -6.70 0.31 1.22 -0.12
N -5.90 -3.48 0.13 -0.32
O -7.07 -4.03 0.60 -0.06
O -5.00 -4.13 -0.20 0.11
H -5.38 1.85 1.04 0.09
H -3.72 0.81 -0.27 -0.01
H -3.85 -1.82 -0.79 0.11
H -7.80 -1.71 1.31 0.09
H -7.46 0.86 1.70 0.09
C 2.79 4.94 -0.47 -0.10
C 2.31 3.89 -1.41 -0.06
C 1.51 4.24 -2.57 0.00
C 1.59 5.71 -3.15 -0.09
C 2.28 6.77 -2.28 0.05
C 2.73 6.23 -0.88 -0.09
N 0.88 6.16 -4.37 -0.33
O 0.07 5.30 -5.04 -0.04
O 1.32 7.06 -4.96 0.10
H 3.08 4.63 0.46 0.04
H 2.37 2.69 -1.13 0.15
H 0.85 3.43 -3.27 0.15
H 2.06 7.88 -2.66 0.14
H 3.21 7.08 -0.34 0.10
C 3.18 -0.66 -3.85 -0.08
C 3.65 -1.50 -4.99 -0.02
C 4.17 -2.97 -4.66 0.02
C 4.14 -3.41 -3.27 -0.15
C 3.53 -2.54 -2.13 0.10
C 3.14 -1.14 -2.54 -0.04
N 4.50 -4.78 -2.91 -0.34
O 4.97 -5.53 -3.78 0.05
O 4.40 -5.08 -1.67 -0.01
H 2.87 0.38 -4.12 0.11
H 3.55 -0.85 -5.84 0.06
H 4.71 -3.51 -5.64 0.15
H 3.59 -2.88 -0.98 0.13
H 2.85 -0.58 -1.85 -0.02
C -0.06 -6.24 2.34 -0.34
O 0.07 -6.81 3.49 -0.07
N 0.78 -5.42 1.72 -0.16
C 0.33 -4.65 0.50 -0.03
C 2.12 -5.11 2.35 0.02
H -0.93 -6.40 1.93 0.07
H 0.39 -3.41 0.71 0.12
H -0.61 -5.06 -0.08 0.13
H 1.16 -4.94 -0.18 0.07
H 2.59 -4.67 1.64 0.01
H 2.60 -6.08 2.44 0.10
H 2.02 -4.76 3.32 0.05
C -1.56 -1.21 4.14 -0.37
O -1.08 -1.12 5.26 -0.03
N -1.71 -2.40 3.52 -0.17
C -2.20 -2.53 2.15 -0.07
C -1.03 -3.66 4.15 -0.02
H -1.99 -0.26 3.73 0.14
H -1.65 -1.88 1.48 0.05
H -3.32 -2.31 2.24 0.11
H -1.91 -3.43 1.55 0.08
H 0.09 -3.72 3.62 0.10
H -1.70 -4.59 4.00 0.10
H -0.67 -3.66 5.21 0.08
C -0.57 4.71 3.76 -0.25
O -0.28 5.80 4.36 -0.06
N 0.43 3.85 3.31 -0.14
C -0.05 2.65 2.73 -0.08
C 1.86 4.26 3.30 0.02
H -1.57 4.31 3.69 0.13
H -0.77 2.73 1.95 0.07
H -0.17 1.82 3.23 0.02
H 0.70 2.36 1.93 0.10
H 2.52 3.95 4.17 0.13
H 1.84 5.09 3.36 -0.10
H 2.28 4.26 2.22 0.12
C 4.17 -1.84 2.00 -0.34
O 4.40 -1.36 0.88 -0.03
N 2.95 -1.83 2.47 -0.14
C 2.80 -2.10 3.93 -0.02
C 1.78 -1.37 1.78 -0.05
H 5.00 -2.40 2.45 0.14
H 3.18 -1.36 4.44 0.01
H 3.49 -2.91 4.19 0.08
H 1.67 -2.26 4.34 0.14
H 0.84 -1.84 2.11 0.08
H 1.67 -1.65 0.83 0.02
H 1.58 -0.32 1.98 0.10

[3]
76
Properties=species:S:1:pos:R:3:lowdin_charge:R:1 method="wB97M-V/def2-TZVPD" largest_force_ev_per_a=1.7 relative_energy_ev=0.654 charge=-2 multiplicity=1 gap_ha="0.114 / 0.112"
Pt 2.38 -0.43 -0.14 0.58
S 4.63 -0.32 -0.60 -0.05
S 5.36 1.00 0.76 -0.11
S 5.53 -0.20 2.46 -0.32
S 4.50 0.57 3.93 -0.29
F 2.91 -0.11 -3.40 -0.52
Te 2.75 1.88 -2.64 1.91
F 4.49 2.65 -2.00 -0.50
F 0.98 1.70 -3.44 -0.44
F 2.12 3.66 -2.31 -0.44
F 3.24 2.58 -4.44 -0.46
O 2.05 1.42 -0.92 -0.78
N 0.36 -0.67 0.18 -0.37
P -0.78 0.07 0.87 0.57
N -1.80 0.91 -0.19 -0.19
C -3.17 1.30 0.04 -0.24
C -4.02 1.02 -1.20 -0.20
C -3.42 1.69 -2.44 -0.21
C -1.96 1.30 -2.60 -0.19
C -1.18 1.58 -1.32 -0.22
N -0.35 1.08 2.14 -0.21
C -1.28 2.08 2.65 -0.23
C -0.94 3.47 2.12 -0.19
C 0.50 3.83 2.46 -0.20
C 1.46 2.74 1.97 -0.18
C 1.03 1.38 2.49 -0.23
N -1.98 -0.88 1.62 -0.21
C -2.67 -1.84 0.75 -0.23
C -2.53 -3.29 1.23 -0.20
C -1.10 -3.55 1.68 -0.20
C -0.72 -2.64 2.86 -0.18
C -1.67 -1.44 2.94 -0.22
H -3.23 2.38 0.26 0.11
H -3.57 0.76 0.90 0.09
H -5.05 1.36 -1.03 0.10
H -4.05 -0.06 -1.36 0.10
H -3.48 2.78 -2.31 0.11
H -4.00 1.45 -3.33 0.10
H -1.48 1.83 -3.43 0.10
H -1.88 0.22 -2.82 0.11
H -1.16 2.67 -1.15 0.12
H -0.15 1.25 -1.41 0.06
H -1.22 2.09 3.75 0.12
H -2.30 1.79 2.39 0.09
H -1.64 4.21 2.53 0.10
H -1.07 3.47 1.03 0.09
H 0.59 3.92 3.55 0.11
H 0.77 4.80 2.03 0.10
H 2.49 2.95 2.30 0.11
H 1.48 2.71 0.88 0.09
H 1.12 1.35 3.59 0.11
H 1.68 0.59 2.09 0.06
H -2.24 -1.76 -0.25 0.10
H -3.74 -1.57 0.66 0.10
H -2.82 -3.95 0.41 0.10
H -3.22 -3.48 2.05 0.10
H -0.42 -3.34 0.85 0.07
H -0.96 -4.61 1.94 0.10
H 0.30 -2.29 2.71 0.08
H -0.76 -3.19 3.81 0.10
H -1.23 -0.65 3.55 0.10
H -2.61 -1.73 3.41 0.11
C 0.54 -2.34 -2.88 -0.07
N 0.95 -2.73 -1.53 -0.06
C 2.21 -2.91 -1.12 -0.81
S 2.58 -2.68 0.57 0.56
N 3.24 -3.30 -1.90 -0.03
C 3.40 -3.12 -3.34 -0.08
H -0.53 -2.19 -2.84 0.07
H 0.74 -3.13 -3.61 0.07
H 1.02 -1.41 -3.19 0.07
H 0.46 -2.14 -0.82 0.02
H 4.09 -3.26 -1.37 0.08
H 2.81 -3.85 -3.90 0.07
H 4.45 -3.30 -3.56 0.08
H 3.16 -2.10 -3.64 0.05

[4]
42
Properties=species:S:1:pos:R:3:mulliken_spin:R:1 method="wB97M-V/def2-TZVPD" largest_force_ev_per_a=1.1 relative_energy_ev=0.566 charge=-1 multiplicity=2 gap_ha="0.107 / 0.355"
O -0.05 1.80 2.56 0.05
H -0.67 2.39 2.14 0.00
H -0.44 1.60 3.41 -0.01
O -0.74 -3.80 -1.34 0.12
H -0.14 -3.32 -0.76 0.06
H -0.51 -4.72 -1.21 0.00
O -1.43 -1.49 -2.76 0.13
H -1.26 -2.21 -2.15 0.00
H -1.25 -0.70 -2.25 0.03
O -1.83 3.00 0.99 0.04
H -1.89 2.96 0.04 0.00
H -2.74 3.08 1.28 -0.01
O -1.03 -1.89 2.10 -0.44
H -0.61 -1.77 2.96 0.20
H -1.02 -2.84 1.96 0.15
O -2.48 1.57 -1.31 0.01
H -2.58 1.06 -0.51 0.01
H -3.31 1.45 -1.78 0.00
O 2.94 -0.87 -2.30 0.08
H 2.53 -1.18 -1.49 0.09
H 2.77 -1.56 -2.94 -0.03
O 1.61 2.03 -1.34 0.02
H 1.04 1.26 -1.35 -0.01
H 1.73 2.25 -2.26 -0.01
O 2.40 0.38 3.54 -0.04
H 1.51 0.43 3.18 0.02
H 2.45 1.12 4.15 0.00
O -3.09 -0.76 0.50 0.12
H -2.32 -1.16 0.91 0.06
H -3.32 -1.36 -0.21 0.00
O 3.26 2.45 1.13 0.02
H 2.57 1.93 1.53 0.00
H 3.73 1.84 0.55 0.00
O -0.03 0.29 -0.11 0.74
H 0.21 -0.59 0.16 0.02
H 0.06 0.82 0.68 -0.08
O 1.62 -2.11 0.29 -1.18
H 1.70 -3.05 0.42 0.59
H 2.41 -1.74 0.69 0.23
O -0.52 1.46 -3.23 0.01
H -0.96 1.40 -2.39 0.00
H -0.33 0.55 -3.48 0.00

[5]
18
Properties=species:S:1:pos:R:3:lowdin_charge:R:1 method="wB97M-V/def2-TZVPD" largest_force_ev_per_a=1.7 relative_energy_ev=2.095 charge=0 multiplicity=1 smiles=NC1([C@@H]2CS2)CNC1 gap_ha=0.354
N -0.02 -0.77 -1.56 0.08
C -0.06 0.02 -0.34 -0.54
C 1.29 0.06 0.27 -0.58
C 1.86 -1.05 1.04 -0.40
S 1.59 0.48 2.02 0.81
C -0.71 1.46 -0.40 -0.13
N -1.76 0.98 0.55 -0.02
C -1.26 -0.40 0.53 -0.17
H -0.96 -0.88 -1.99 0.10
H 0.56 -0.30 -2.20 0.06
H 2.02 0.56 -0.46 0.14
H 1.29 -1.95 1.38 0.09
H 2.90 -1.31 0.90 0.06
H -0.08 2.28 0.00 0.10
H -1.05 1.69 -1.44 0.11
H -2.67 1.11 0.12 0.09
H -1.05 -0.84 1.47 0.09
H -1.90 -1.13 0.09 0.10

[6]
21
Properties=species:S:1:pos:R:3:lowdin_charge:R:1 method="wB97M-V/def2-TZVPD" largest_force_ev_per_a=5.2 relative_energy_ev=4.205 charge=+1 multiplicity=1 gap_ha="0.323 / 0.324"
C 0.69 -0.01 -3.87 -0.03
C 0.02 -1.18 -3.31 0.00
C 1.11 0.76 -2.86 -0.02
C 0.08 -1.05 -1.97 -0.07
C 0.88 0.72 -0.56 -0.11
C -1.20 0.22 3.63 -0.04
C -0.08 -0.49 1.46 -0.03
N 0.77 0.07 -1.69 -0.05
N -0.38 0.61 2.48 -0.09
O 1.24 1.76 -0.06 0.15
H 0.85 0.14 -4.92 0.12
H -0.37 -1.94 -4.02 0.13
H 1.49 1.75 -2.79 0.13
H -0.28 -1.69 -1.25 0.10
H -2.33 0.56 3.59 0.15
H -1.22 -0.90 3.68 0.10
H -0.74 0.59 4.56 0.10
H 0.82 -1.06 1.89 0.08
H -0.96 -1.15 1.35 0.06
H -0.96 1.24 2.01 0.11
H 0.57 1.05 2.66 0.20

[7]
14
Properties=species:S:1:pos:R:3:lowdin_charge:R:1 method="wB97M-V/def2-TZVPD" largest_force_ev_per_a=0.4 relative_energy_ev=0.748 charge=0 multiplicity=1 smiles="OC1CC=CC1" gap_ha=0.385
O 1.03 -1.10 -1.40 -0.04
C 0.63 0.12 -0.80 -0.37
C -0.91 0.29 -0.78 -0.14
C -1.28 0.03 0.66 -0.10
C -0.21 -0.01 1.45 -0.10
C 1.07 0.22 0.68 -0.14
H 0.38 -1.77 -1.17 0.09
H 1.11 0.90 -1.41 0.14
H -1.38 -0.41 -1.48 0.11
H -1.22 1.29 -1.09 0.11
H -2.31 -0.08 1.00 0.10
H -0.23 -0.15 2.53 0.10
H 1.49 1.20 0.91 0.11
H 1.84 -0.53 0.89 0.11

[8]
101
Properties=species:S:1:pos:R:3:lowdin_charge:R:1 method="wB97M-V/def2-TZVPD" largest_force_ev_per_a=2.6 charge=+1 multiplicity=1 gap_ha=0.283
N 6.77 2.36 -1.41 0.02
C 6.55 3.75 -1.88 -0.25
C 5.11 4.00 -2.36 -0.16
C 4.29 4.94 -1.42 -0.15
C 2.96 4.33 -0.94 -0.13
C 3.01 3.30 0.19 -0.31
C 3.81 3.72 1.46 -0.01
B 5.38 3.55 1.45 -0.68
O 6.19 4.64 1.32 0.18
O 6.05 2.34 1.61 0.14
C 3.57 1.92 -0.25 -0.07
C 2.53 1.05 -1.01 -0.19
C 3.21 -0.16 -1.62 -0.19
O 3.79 0.26 -2.84 -0.13
O 4.12 -0.94 -3.54 0.00
C 1.48 0.63 0.08 -0.17
C 1.90 -0.72 0.69 -0.03
C 1.19 -1.01 1.99 -0.43
O 0.01 -0.88 2.21 0.13
F 1.99 -1.47 2.97 0.12
N 1.40 1.64 1.17 0.17
C 1.51 3.04 0.69 -0.38
N 1.17 3.90 1.84 0.11
C 0.42 3.36 -0.37 -0.11
C -1.03 3.04 0.11 -0.23
C -1.79 1.95 -0.68 -0.43
S -2.29 0.66 0.53 0.89
C -4.07 0.57 0.37 -1.04
S -4.90 1.96 0.38 0.74
N -4.80 -0.62 0.23 -0.07
C -4.10 -1.75 -0.37 -0.26
C -3.23 -2.59 0.26 -0.07
C -2.64 -3.64 -0.35 -0.11
C -2.92 -3.88 -1.70 -0.12
C -3.75 -3.01 -2.32 -0.09
C -4.33 -1.96 -1.68 -0.02
C -5.48 -0.98 1.46 -0.31
C -4.87 -1.31 2.63 -0.09
C -5.60 -1.66 3.73 -0.16
C -6.95 -1.68 3.68 -0.19
C -7.56 -1.30 2.52 -0.15
C -6.85 -0.97 1.42 -0.07
H 7.42 1.92 -2.05 0.07
H 7.31 2.42 -0.55 0.05
H 7.21 3.91 -2.74 0.11
H 6.85 4.51 -1.16 0.10
H 4.58 3.08 -2.58 0.09
H 5.21 4.51 -3.32 0.10
H 4.02 5.78 -2.06 0.11
H 4.89 5.37 -0.63 0.10
H 2.54 3.85 -1.82 0.12
H 2.33 5.17 -0.63 0.12
H 3.56 4.73 1.78 0.12
H 3.48 3.04 2.27 0.11
H 7.10 4.38 1.49 0.12
H 5.59 1.87 2.32 0.10
H 4.49 2.02 -0.82 0.10
H 3.82 1.30 0.62 0.12
H 2.08 1.59 -1.84 0.14
H 3.97 -0.60 -0.98 0.14
H 2.45 -0.89 -1.89 0.12
H 4.61 -0.60 -4.30 0.11
H 0.53 0.46 -0.43 0.14
H 2.97 -0.73 0.92 0.13
H 1.64 -1.54 0.02 0.11
H 0.50 1.48 1.65 0.16
H 2.10 1.47 1.90 0.18
H 0.58 3.42 2.50 0.09
H 0.61 4.68 1.52 0.10
H 0.55 2.84 -1.32 0.10
H 0.39 4.42 -0.59 0.12
H -1.06 2.85 1.18 0.07
H -1.62 3.95 -0.01 0.12
H -1.16 1.45 -1.41 0.06
H -2.68 2.34 -1.16 0.05
H -2.99 -2.45 1.31 0.10
H -1.98 -4.29 0.19 0.09
H -2.48 -4.73 -2.20 0.09
H -3.98 -3.20 -3.36 0.11
H -4.99 -1.31 -2.22 0.13
H -3.80 -1.28 2.72 0.11
H -5.06 -1.92 4.63 0.12
H -7.50 -1.95 4.56 0.12
H -8.64 -1.25 2.47 0.12
H -7.35 -0.67 0.51 0.13
Br -9.46 -5.70 3.41 0.61
C -8.56 -5.86 1.69 -0.69
C -7.07 -5.83 1.85 -0.65
Br -6.44 -4.01 2.17 0.92
H -8.94 -5.06 1.06 0.05
H -8.89 -6.82 1.29 0.06
H -6.58 -6.15 0.93 0.06
H -6.71 -6.44 2.67 0.05
Br 0.50 -4.02 -1.65 0.69
C 1.89 -5.01 -2.60 -0.67
C 1.56 -6.48 -2.66 -0.70
Br 1.89 -7.35 -0.95 0.62
H 2.82 -4.80 -2.09 0.05
H 1.92 -4.58 -3.59 0.06
H 2.21 -6.98 -3.37 0.06
H 0.52 -6.67 -2.91 0.05